341
Properties=species:S:1:pos:R:3:forces:R:3 method="wB97M-V/def2-TZVPD" e_homo_ev=-11.2 lumo_ev=-5.021 energy_ha=-11039.43104 total_charge=+3
C 2.8214 8.4724 0.1721 0.5 -0.3 0.2
C 3.9449 8.5872 -0.8330 0.3 -1.3 -1.0
C 3.5834 8.0629 -2.2877 0.8 1.1 2.7
C 3.3108 6.6042 -2.3022 0.4 -0.3 -1.9
N 3.1079 6.2516 -3.8613 -0.6 -1.4 0.5
C 2.5218 4.8663 -3.8431 -2.0 -1.6 0.1
C 2.7926 4.0839 -5.1800 -0.2 2.6 1.3
C 3.9329 4.9395 -5.7008 1.5 -0.5 -2.1
C 4.3448 6.0884 -4.8279 -0.7 -0.1 2.5
C 2.1733 7.1707 -4.6462 1.1 -0.4 0.6
H 3.3092 8.5449 1.1441 -0.5 0.7 0.3
H 2.3729 7.4808 0.2322 -0.2 -0.1 -0.4
H 2.0558 9.2198 -0.0361 0.0 0.0 0.5
H 4.7833 7.9624 -0.5250 0.1 -0.1 0.3
H 4.3732 9.5895 -0.8366 -0.3 0.1 -0.4
H 4.5018 8.2307 -2.8502 -0.5 0.5 -0.7
H 2.6619 8.5920 -2.5309 0.4 0.3 -0.8
H 2.4512 6.3176 -1.6964 -0.3 -0.1 -0.7
H 4.1141 5.9272 -2.0118 0.3 0.3 0.0
H 1.4664 4.9639 -3.5889 -0.4 0.4 -0.6
H 2.7562 4.2339 -2.9868 1.3 0.4 0.0
H 1.9898 4.2390 -5.9008 -0.2 -0.8 0.4
H 3.0855 3.0491 -5.0027 -0.4 0.2 0.0
H 3.7237 5.3381 -6.6935 -0.1 -0.3 -0.2
H 4.7873 4.2722 -5.8139 0.3 0.3 -0.2
H 4.5005 7.0622 -5.2922 0.2 -0.3 -0.1
H 5.1894 5.7679 -4.2179 0.0 0.4 0.2
H 2.0584 6.6419 -5.5924 -0.4 0.3 0.0
H 2.7486 8.0858 -4.7865 -0.4 0.1 -0.1
H 1.2293 7.3635 -4.1366 0.2 -0.3 0.0
C -0.6127 0.5570 7.5253 0.9 0.2 1.1
C -0.4152 1.2150 6.2002 -0.8 0.7 -1.4
C -1.0642 2.6419 6.0320 -0.3 0.0 0.4
C -1.1156 3.1750 4.5778 1.2 -0.2 0.9
N -1.9097 4.5127 4.4355 -0.6 -1.1 -1.6
C -1.8221 5.1111 3.0083 0.4 -0.5 -0.4
C -2.1145 6.6081 3.1550 -0.2 -1.3 -0.8
C -1.4692 6.9626 4.4424 -1.0 2.6 0.8
C -1.3097 5.7146 5.1799 1.0 -2.6 2.4
C -3.3739 4.0896 4.7039 0.3 1.8 0.9
H -0.0113 1.1307 8.2304 -0.8 0.4 0.7
H -0.1490 -0.4145 7.6962 0.1 -0.1 -0.9
H -1.6654 0.3921 7.7548 0.0 0.5 0.4
H -0.9425 0.5805 5.4877 0.4 -0.1 -0.7
H 0.6423 1.3135 5.9552 -0.2 -0.3 -0.1
H -0.5246 3.3770 6.6292 0.3 0.0 0.1
H -2.0613 2.6575 6.4721 -0.2 -0.4 0.0
H -1.4195 2.3951 3.8796 -0.9 0.4 -0.2
H -0.0631 3.2856 4.3166 0.0 0.9 -0.3
H -2.4861 4.6257 2.2930 0.1 -0.3 0.3
H -0.7877 4.9003 2.7368 -0.1 0.2 -0.4
H -3.1907 6.7044 3.2983 -0.1 0.2 -0.4
H -1.7968 7.1917 2.2910 -0.1 -0.2 0.0
H -2.1551 7.6517 4.9353 0.2 0.1 0.3
H -0.5028 7.4668 4.4392 -0.1 0.0 -0.6
H -1.5772 5.6247 6.2327 -0.5 0.4 -0.1
H -0.2255 5.6114 5.2236 0.0 -1.2 -0.2
H -3.7447 3.3055 4.0438 0.8 0.0 0.0
H -4.0159 4.9611 4.5757 0.1 0.1 -0.3
H -3.4865 3.8415 5.7593 0.2 -0.3 -0.2
C 3.6446 -4.4367 -7.6369 1.3 0.7 -0.9
C 4.5479 -3.8071 -6.5418 -0.7 0.1 0.4
C 5.1569 -2.4717 -6.9704 0.3 0.5 -0.2
C 6.0267 -1.7245 -5.8759 -2.0 -0.5 0.3
N 5.7965 -0.1881 -5.7968 -0.5 -0.3 -0.4
C 5.7473 0.4040 -7.2294 -0.1 -0.3 0.5
C 6.0866 1.8821 -7.0466 -1.0 0.4 -1.1
C 6.6694 2.0298 -5.6703 1.2 -0.1 -0.2
C 6.9421 0.6217 -5.2278 -0.9 -0.7 1.8
C 4.4799 0.1073 -4.9801 0.2 -0.5 -2.0
H 2.9176 -3.6906 -7.9578 -0.9 -0.2 0.9
H 3.2844 -5.4363 -7.3938 -0.3 0.4 0.1
H 4.0871 -4.4696 -8.6325 1.0 -0.7 0.1
H 5.3116 -4.4151 -6.0568 0.1 -0.6 -0.6
H 3.8234 -3.6512 -5.7424 0.1 0.4 0.5
H 4.3104 -1.8694 -7.3002 0.1 0.4 0.1
H 5.7515 -2.6544 -7.8655 0.1 0.1 0.0
H 7.0705 -2.0384 -5.8720 0.1 0.7 -0.4
H 5.6158 -2.1324 -4.9524 0.2 0.3 0.4
H 4.7763 0.2797 -7.7089 0.0 -0.3 0.2
H 6.4956 -0.2203 -7.7175 0.1 0.5 -0.4
H 5.1749 2.4744 -7.1238 -0.3 -0.2 0.1
H 6.6752 2.3278 -7.8485 0.4 -0.5 0.0
H 5.9819 2.5864 -5.0334 0.6 0.0 0.4
H 7.6835 2.4204 -5.7551 -0.3 1.0 0.4
H 6.8762 0.5019 -4.1464 0.2 0.1 0.1
H 7.9268 0.2729 -5.5391 -0.3 -0.3 -0.4
H 3.6808 -0.1507 -5.6751 -0.1 -0.5 0.1
H 4.2560 1.1683 -4.8699 0.9 0.0 0.5
H 4.4290 -0.5050 -4.0798 0.3 0.4 0.0
C 3.6859 -1.6862 -0.7539 1.2 1.0 0.3
C 4.3671 -2.2606 0.4852 -1.0 0.3 -0.1
C 5.8598 -1.9012 0.5901 -0.2 0.3 -0.9
C 6.1334 -1.4157 1.9889 0.7 -1.1 0.7
N 7.6170 -1.2770 2.4055 -0.9 1.7 0.6
C 7.6257 -0.4112 3.7187 -1.1 0.2 -0.3
C 7.6085 1.0823 3.2894 0.7 1.5 -0.9
C 7.9750 1.1642 1.7504 0.2 -1.3 1.0
C 8.3555 -0.2974 1.4461 0.5 -0.6 -0.8
C 8.2086 -2.6323 2.6925 1.2 -0.2 0.1
H 4.3071 -1.9498 -1.6099 -0.6 -0.3 -0.6
H 3.8545 -0.6136 -0.6581 -0.1 0.3 -0.2
H 2.6036 -1.8030 -0.8095 0.2 -0.7 -0.2
H 4.2532 -3.3442 0.5162 -0.1 0.0 0.2
H 3.7722 -1.8303 1.2908 0.3 -0.3 0.5
H 6.1712 -1.1471 -0.1327 -0.5 0.4 -0.1
H 6.3827 -2.7797 0.2119 0.5 -0.2 0.8
H 5.7468 -2.1627 2.6822 -0.1 0.2 0.3
H 5.6289 -0.4792 2.2265 0.1 0.1 -0.3
H 8.4402 -0.7794 4.3426 0.3 0.5 -0.3
H 6.7089 -0.6471 4.2590 0.0 -0.2 0.0
H 8.2251 1.7748 3.8623 1.2 -0.9 0.1
H 6.7567 1.7376 3.4707 -1.2 -1.3 -0.1
H 8.8289 1.7931 1.4988 0.2 -0.1 0.4
H 7.2002 1.5358 1.0798 -0.4 -0.3 0.4
H 9.4183 -0.5018 1.5751 0.0 0.1 0.4
H 8.1719 -0.4958 0.3901 -0.4 -0.6 0.2
H 9.2763 -2.5447 2.8936 0.3 0.4 -0.9
H 7.9955 -3.4119 1.9611 0.1 0.7 -0.5
H 7.9836 -3.1313 3.6351 -1.4 0.9 0.3
C 3.8990 -7.0691 -4.6636 0.4 0.3 1.8
O 2.6323 -6.4229 -4.9849 1.9 -1.1 0.6
C 1.6853 -7.4223 -5.3068 0.3 1.0 -0.5
C 0.5101 -6.5839 -5.7748 -0.8 -0.4 0.4
N -0.1214 -5.6987 -4.6628 1.4 -1.4 0.5
H -0.3004 -6.2901 -3.8638 -0.1 -0.6 0.2
H 0.6316 -5.1418 -4.2847 0.3 1.3 -0.2
C -1.4130 -5.0043 -4.9972 1.3 -0.7 0.1
C -1.3528 -3.4542 -4.9388 0.2 -1.4 -0.9
O -0.0363 -2.9801 -4.8754 -1.0 -0.2 1.7
C 0.5765 -2.5011 -6.0332 -0.1 0.2 -0.9
H 4.4984 -7.6036 -5.4006 -1.0 0.0 -0.9
H 3.7524 -7.7245 -3.8050 -0.4 -0.5 -0.2
H 4.6441 -6.4121 -4.2151 -0.5 1.0 -0.4
H 1.4722 -8.1769 -4.5496 -0.1 0.4 0.7
H 2.1193 -8.0188 -6.1092 -0.5 0.0 -0.6
H -0.2957 -7.2480 -6.0874 0.0 0.3 -0.4
H 0.8877 -5.9020 -6.5367 -0.4 -0.1 -0.1
H -2.1064 -5.3297 -4.2217 -0.3 -0.3 -0.6
H -1.5404 -5.4661 -5.9763 -1.2 0.6 0.0
H -1.9678 -3.2149 -4.0713 0.5 0.8 0.0
H -1.8900 -3.2530 -5.8657 0.1 1.1 0.0
H 0.6413 -3.3073 -6.7638 0.3 0.0 -0.3
H 1.5643 -2.1453 -5.7400 -0.1 -0.1 -0.1
H 0.0191 -1.6814 -6.4867 0.1 0.2 0.0
C -0.7251 -0.8049 2.1609 0.4 0.9 0.1
O -0.2681 0.5007 1.7210 -0.7 -0.7 -0.4
C 0.7693 0.4098 0.7786 0.2 1.5 -1.1
C 0.7307 1.6549 -0.1774 -1.5 -1.4 -0.3
N -0.7845 1.8305 -0.6286 2.1 -0.6 -0.6
H -1.2248 2.2366 0.1846 -1.2 -0.7 0.6
H -0.8087 2.5877 -1.2965 0.4 0.5 -0.6
C -1.4647 0.6141 -1.2753 0.5 0.7 0.5
C -0.6671 0.1114 -2.5016 0.5 0.2 -0.8
O -0.4165 1.2077 -3.3978 -0.3 0.7 1.6
C 0.5056 1.0535 -4.4435 -0.1 0.1 -0.6
H -1.0936 -1.4792 1.3877 0.2 0.2 -0.7
H -1.5969 -0.6109 2.7857 0.4 0.0 0.5
H 0.1473 -1.2811 2.6085 -0.5 -0.3 0.5
H 0.6677 -0.4505 0.1170 0.0 -0.4 0.3
H 1.7433 0.4289 1.2675 0.1 -0.4 0.0
H 1.2835 1.4512 -1.0945 0.2 0.0 0.1
H 1.1193 2.5781 0.2525 -0.6 0.1 0.0
H -2.4710 0.8882 -1.5917 0.1 0.4 0.2
H -1.5838 -0.0466 -0.4165 0.1 -0.7 -0.6
H -1.1665 -0.5736 -3.1867 -0.8 -0.7 0.9
H 0.2343 -0.4237 -2.2028 0.4 0.3 0.1
H 1.4589 0.6000 -4.1722 0.0 0.0 0.4
H 0.6804 2.0441 -4.8633 0.2 0.0 0.3
H 0.0986 0.5086 -5.2953 -0.2 -0.5 0.1
C 0.8397 -7.7098 4.5579 -0.5 -0.7 1.3
O 0.4360 -6.3708 4.8146 1.2 -0.3 -1.4
C 0.9068 -5.5396 3.7672 -1.4 2.7 -0.4
C 0.9934 -4.0520 4.2944 1.3 -0.9 1.8
N 1.9264 -3.8788 5.5943 -1.0 -3.2 -2.6
H 2.0474 -2.8779 5.6549 0.6 0.7 0.6
H 1.4387 -4.2318 6.4052 -0.6 0.2 0.9
C 3.1989 -4.7421 5.4807 -0.7 2.0 0.1
C 4.0954 -4.2951 6.6036 0.0 0.1 1.6
O 3.4386 -4.5023 7.9058 1.4 0.1 -1.3
C 3.8781 -5.7075 8.5698 -0.6 0.7 -1.0
H 0.5131 -8.1769 3.6288 -0.2 0.6 -0.4
H 0.3640 -8.2800 5.3558 0.1 -0.1 0.0
H 1.9156 -7.8631 4.6413 0.2 0.3 0.0
H 0.1322 -5.3867 3.0158 -0.7 -0.2 0.0
H 1.6469 -5.9046 3.0550 1.1 -0.2 1.2
H -0.0029 -3.7606 4.6271 0.0 -0.1 0.1
H 1.3461 -3.2661 3.6267 0.1 -0.6 -0.4
H 3.5690 -4.4626 4.4943 0.4 -0.4 0.1
H 2.9831 -5.8061 5.5781 -0.5 0.2 -0.2
H 4.3641 -3.2414 6.5276 -0.5 0.1 0.1
H 5.0697 -4.7797 6.5403 0.0 -0.5 0.2
H 4.9665 -5.7668 8.5617 0.1 0.0 0.2
H 3.4631 -6.5328 7.9913 0.1 -0.5 0.3
H 3.4704 -5.6882 9.5804 0.1 0.0 -0.2
C -6.2655 -3.8025 -2.0924 0.4 1.9 1.2
C -6.5329 -2.6512 -1.0348 -2.2 -0.4 0.9
N -6.4344 -3.0457 0.5092 0.1 -1.5 0.0
C -7.3977 -4.1911 0.8538 0.6 0.7 -0.8
C -4.9273 -3.4408 0.6195 -1.0 -0.7 1.0
C -4.5117 -3.9353 2.0000 -0.3 0.1 0.2
C -6.7170 -1.9794 1.5930 -0.4 0.9 -2.8
C -8.1819 -1.3285 1.5830 -0.1 1.1 -0.6
O -8.9885 -1.5859 0.4044 1.5 -1.2 0.4
C -10.1980 -0.8828 0.2500 -0.3 1.1 1.0
H -6.7235 -3.4667 -3.0227 -0.1 0.1 0.1
H -6.7795 -4.7227 -1.8145 0.5 0.0 0.0
H -5.1908 -3.8506 -2.2676 -0.1 -0.7 0.0
H -7.5924 -2.4154 -1.1348 0.1 0.1 0.1
H -6.0281 -1.6884 -1.1142 0.6 -0.4 -0.2
H -8.3816 -3.8841 0.4991 0.1 0.1 0.1
H -7.4058 -4.2656 1.9412 0.0 -0.5 -0.3
H -7.1133 -5.0969 0.3183 0.1 0.0 0.4
H -4.3511 -2.5847 0.2683 0.0 -0.1 -0.1
H -4.8785 -4.3108 -0.0354 0.4 0.3 -0.2
H -4.4991 -3.1927 2.7978 0.1 0.3 -0.3
H -3.5130 -4.3707 1.9657 0.0 0.0 -0.2
H -5.2141 -4.7038 2.3225 0.1 -0.2 0.0
H -5.9217 -1.3249 1.2364 -0.4 1.2 0.9
H -6.4380 -2.3795 2.5677 -0.2 -0.2 -0.3
H -8.1105 -0.2433 1.6559 0.9 0.3 -0.4
H -8.7022 -1.4467 2.5336 -0.4 -1.3 0.0
H -10.8770 -1.0776 1.0802 -0.3 -0.5 -0.1
H -10.6651 -1.0672 -0.7174 0.3 -0.5 0.2
H -10.0555 0.1956 0.3186 0.4 0.3 -0.2
C -7.1576 0.2674 4.4721 0.5 -0.6 1.7
C -6.3342 0.4812 5.7790 -0.9 -0.8 0.3
N -6.0819 -0.7211 6.6818 0.4 -0.8 1.0
C -7.3199 -1.4641 7.1657 -0.4 0.0 -2.5
C -5.2341 -1.8142 5.9908 2.5 0.2 0.4
C -3.9741 -1.3469 5.1849 -0.7 0.7 -0.1
C -5.3914 -0.1785 8.0003 -0.1 0.3 -0.6
C -6.3242 0.5521 8.9993 -0.7 -0.5 -1.7
O -7.0836 -0.3645 9.7249 0.8 -0.3 0.3
C -8.0003 0.3778 10.4740 -0.2 0.4 1.3
H -6.7923 -0.5776 3.8885 0.6 0.4 -0.2
H -7.0543 1.2248 3.9613 -0.4 -0.3 -0.4
H -8.1778 -0.0297 4.7152 -0.2 0.6 0.0
H -6.8699 1.0824 6.5137 0.0 0.7 -0.7
H -5.3682 0.9203 5.5297 0.0 -0.2 0.2
H -7.0808 -2.2827 7.8445 0.2 0.5 0.1
H -7.6319 -1.8760 6.2059 -0.5 -0.6 0.2
H -8.1630 -0.8417 7.4655 0.6 0.3 0.5
H -5.7770 -2.5358 5.3804 -0.8 0.7 -0.1
H -4.8243 -2.4592 6.7681 -0.2 0.2 0.5
H -4.2387 -0.8118 4.2729 -0.2 -0.1 -0.2
H -3.3475 -2.1952 4.9097 -0.3 -0.3 0.1
H -3.2702 -0.6817 5.6851 -0.3 0.0 0.6
H -4.6570 0.5366 7.6296 0.3 -0.3 0.2
H -4.9353 -1.0634 8.4442 0.1 0.2 0.1
H -7.0663 1.1655 8.4883 -0.1 0.3 -0.9
H -5.8685 1.3459 9.5912 0.9 -0.6 0.4
H -8.7853 0.8006 9.8471 -0.3 -0.1 0.0
H -7.4873 1.2125 10.9518 0.1 0.3 0.0
H -8.3779 -0.1971 11.3195 -0.2 -0.3 -0.5
C -4.1462 -0.1225 -4.0954 0.1 2.4 -2.0
C -4.8276 1.0041 -5.0222 0.1 0.2 1.1
N -3.9448 2.2915 -5.3122 -1.0 -0.2 -0.5
C -4.7926 3.3627 -6.0300 1.3 -0.4 0.1
C -3.4226 2.9533 -4.0244 -0.8 0.6 0.6
C -4.5118 3.3020 -2.9426 0.1 -0.1 -0.5
C -2.7078 2.0323 -6.1580 -1.0 -1.0 -0.6
C -2.8835 1.3009 -7.5246 -0.1 0.5 0.9
O -3.2613 -0.0122 -7.3021 0.2 -1.4 0.5
C -2.5978 -1.0569 -8.0277 -0.2 -0.5 1.5
H -4.6759 -1.0684 -4.2087 -0.1 0.2 0.2
H -4.0655 0.2853 -3.0878 -0.2 -0.5 0.1
H -3.1526 -0.2185 -4.5332 0.1 -0.5 0.3
H -5.6858 1.4058 -4.4836 0.1 0.2 0.0
H -5.2469 0.6322 -5.9571 0.7 0.0 -0.1
H -5.0942 3.0865 -7.0404 -1.0 -0.9 0.6
H -4.1035 4.1364 -6.3684 0.2 0.4 0.9
H -5.4934 3.7296 -5.2800 -0.3 -0.1 -0.8
H -2.9781 3.8641 -4.4257 0.0 0.2 0.3
H -2.5831 2.3805 -3.6303 -0.2 -0.3 0.0
H -5.1832 4.1001 -3.2596 0.0 -0.1 -0.3
H -4.1345 3.6815 -1.9931 0.9 0.0 -0.2
H -5.1362 2.4697 -2.6179 0.1 -0.3 -0.3
H -2.1354 1.3722 -5.5063 0.7 0.4 -0.3
H -2.2829 3.0075 -6.3957 0.3 -0.1 0.6
H -1.8851 1.3933 -7.9520 0.0 -0.1 -0.4
H -3.6611 1.7009 -8.1754 0.3 0.8 -0.1
H -3.0856 -1.2319 -8.9866 0.6 0.2 -0.2
H -2.7194 -1.9380 -7.3975 -0.9 -0.3 -0.1
H -1.5126 -1.0363 -7.9284 0.2 1.1 -1.2
C 1.4320 -5.2628 -0.1983 -0.9 0.8 1.2
F 2.1389 -4.8259 -1.2453 0.8 -0.7 0.6
F 0.6357 -6.2333 -0.6282 0.1 -0.6 -0.1
F 2.1727 -5.7440 0.8629 -0.5 0.7 -2.2
S 0.3985 -3.8024 0.3529 -2.0 3.1 3.4
O 1.3227 -3.0248 1.2159 -0.6 -1.9 -1.0
O -0.0042 -2.9933 -0.7833 0.5 -0.8 -1.4
O -0.8338 -4.2723 1.0589 2.3 -0.5 -0.9
C -1.8492 -2.8527 8.3934 0.7 -0.4 0.3
F -2.8727 -3.6357 8.0495 -0.4 -1.7 0.1
F -1.5829 -2.2281 7.2386 1.1 0.3 -0.7
F -2.3914 -1.9513 9.1783 -0.4 1.3 1.3
S -0.2897 -3.6403 9.2979 2.9 0.6 2.5
O 0.4711 -2.5387 9.9635 -2.2 -1.0 -2.3
O -0.7342 -4.5982 10.2692 -1.8 0.1 0.1
O 0.4291 -4.3202 8.2496 -0.1 0.5 -1.9
C 4.3170 3.0422 0.0554 1.6 -0.8 -1.5
F 5.4294 3.3093 0.7524 0.0 0.1 0.1
F 3.6559 2.0888 0.7262 -0.2 0.4 -0.2
F 3.6179 4.1645 -0.0438 -0.5 -0.2 0.2
S 4.8084 2.4545 -1.7434 -2.7 1.5 -0.9
O 3.4349 2.2001 -2.2956 2.0 -0.3 0.9
O 5.4118 3.6241 -2.3780 -0.2 -0.1 0.6
O 5.7042 1.3378 -1.6373 0.0 -0.7 0.5
C -0.8039 6.7514 -1.7759 0.5 -0.8 -0.2
F -1.0509 6.5327 -3.0932 -1.2 0.1 0.6
F 0.4167 7.3002 -1.8363 0.1 0.4 1.0
F -1.6661 7.6007 -1.2084 0.5 -0.5 -0.8
S -0.7900 5.0798 -0.8536 -0.7 0.8 4.6
O 0.0624 5.1829 0.3789 -1.1 0.6 -2.6
O -2.1900 4.8464 -0.4798 0.8 0.5 -0.9
O -0.2776 4.1569 -1.8127 0.8 -0.5 -1.9
C -5.4969 2.7878 1.3317 2.3 -0.9 -2.4
F -5.2992 3.7953 0.4540 -0.2 -0.6 -0.5
F -5.4726 3.3626 2.4758 -0.3 0.7 3.0
F -6.6849 2.2407 1.1137 -0.4 -0.2 0.0
S -4.0583 1.4506 1.1663 -0.1 1.1 3.7
O -4.3212 0.8853 -0.0882 -0.6 -1.1 -3.6
O -2.7958 2.1756 1.3165 -1.3 -0.1 0.1
O -4.3445 0.4942 2.2474 0.0 0.9 -0.1
C 0.8957 2.8816 -8.5139 1.4 -4.0 0.3
F -0.1436 3.1049 -7.6774 0.0 0.5 -0.8
F 0.7182 3.0675 -9.7763 -2.6 -0.1 -1.9
F 1.8824 3.6620 -8.2792 2.1 2.3 2.3
S 1.5440 1.0555 -8.2497 0.8 -1.8 -3.6
O 1.8470 0.9854 -6.8470 0.9 0.6 1.2
O 0.4767 0.1328 -8.6261 -0.8 0.8 0.5
O 2.6746 0.8490 -9.2106 -1.3 1.5 2.2
C 3.2860 0.9066 4.5993 -0.7 -0.7 0.4
F 2.8411 1.8706 5.4904 0.9 -1.2 -2.0
F 2.3895 0.8039 3.5219 1.6 0.7 1.9
F 4.5310 1.2210 4.1241 -1.9 0.1 0.4
S 3.4028 -0.7809 5.5090 2.1 -0.7 2.9
O 2.0897 -1.1218 6.0810 0.8 1.2 -0.9
O 3.8064 -1.7325 4.4893 -0.2 0.2 -1.1
O 4.5016 -0.5985 6.5074 -2.4 0.5 -2.0



8
Properties=species:S:1:pos:R:3:forces:R:3 method="wB97M-V/def2-TZVPD" e_homo_ev=-10.2 lumo_ev=-0.398 energy_ha=-5280.74217 de_lowest_kcal_mol=16.8 total_charge=0
H -0.5438 -1.0617 2.0288 -0.7 -0.9 1.1
N -0.0766 -0.5297 1.3508 1.9 -1.1 2.4
C -0.6319 -0.0838 0.4163 -2.8 0.5 -3.1
Br -2.8715 -0.3955 -0.0417 2.1 0.3 0.5
C -0.0795 0.7830 -0.6003 0.2 2.6 -3.1
Br -0.2879 2.5890 0.1397 0.3 0.4 0.4
H -0.7612 0.9910 -1.4638 0.8 -1.2 0.6
H 1.0063 0.7098 -0.9870 -1.8 -0.5 1.2



23
Properties=species:S:1:pos:R:3:forces:R:3 method="wB97M-V/def2-TZVPD" e_homo_ev=-3.1 lumo_ev=3.106 energy_ha=-1524.02255 de_lowest_kcal_mol=58.7 total_charge=-1
C -0.3839 -1.6260 -1.8629 0.4 0.5 -0.2
C 1.2216 1.7321 0.2625 -1.8 -4.7 -1.9
C -0.7050 0.0781 3.3278 -0.4 -1.9 1.0
C -0.2120 1.2353 0.1386 -2.9 -0.1 2.3
C 0.0734 -0.4799 2.1282 -2.8 -1.6 1.6
C -0.5846 -0.1254 0.7810 4.6 -1.5 -0.4
O 2.1705 -1.5689 -5.2021 2.6 0.5 -0.7
O -0.1851 -1.0000 -4.9505 0.4 -0.6 0.3
P 0.9280 -2.1792 -4.8053 -2.9 0.4 0.7
S -1.6572 -0.6801 -2.3786 -0.6 0.1 0.2
S 0.3106 -1.4184 -0.3589 0.0 -0.3 0.6
H 1.4415 1.8282 1.2379 1.2 0.1 3.6
H 1.8128 0.9005 -0.2262 0.0 1.5 0.4
H 1.2670 2.6582 -0.1252 0.6 3.0 -2.0
H -0.6753 -0.4900 4.3061 0.0 -0.2 -1.3
H -1.7059 0.1323 3.0039 -1.6 0.2 0.1
H -0.4366 1.0021 3.7119 0.8 2.3 0.0
H -1.0430 1.8954 0.5641 1.3 0.1 -0.5
H -0.5478 1.0231 -0.8349 0.0 0.5 -1.7
H 0.9916 -0.0843 2.2864 3.3 1.0 -0.5
H 0.1734 -1.5835 2.3930 -0.2 1.1 -1.2
H -1.5597 -0.4883 0.7102 -1.9 0.2 0.0
H -0.6943 -0.7615 -4.1068 -0.2 -0.5 -0.5